Record 1
Formula: C25H17Cl2O2PPt
Source: the OMol25 dataset
Level of theory: ωB97M-V with the def2-TZVPD basis set

Summary:
Expectation value of S²: 2.010
F_max: 0.23 eV/Å
Lowest unoccupied orbital energy (spin up / spin down): -0.008 / -0.042 hartree
E_HOMO (spin up / spin down): -7.0 / -8.0 eV
E_tot: -2494.34794 Ha
Total charge: 0
Spin multiplicity: 3
Orbital gap (spin up / spin down): 6.76 / 6.91 eV

Structure (XYZ):
```
48
C25H17Cl2O2PPt ωB97M-V with the def2-TZVPD basis set
Pt 0.775 0.061 -0.382
Cl -5.381 -1.933 -4.134
C -3.840 -1.732 -3.354
C -2.830 -2.685 -3.578
C -1.615 -2.557 -2.974
Cl -0.384 -3.736 -3.259
C -1.302 -1.469 -2.092
O -0.156 -1.433 -1.538
C -2.348 -0.516 -1.903
C -2.199 0.652 -1.091
O -1.209 1.058 -0.471
C -3.603 -0.672 -2.538
H -3.017 -3.524 -4.235
H -3.098 1.283 -1.023
H -4.375 0.068 -2.368
C 2.725 -3.659 4.539
C 1.385 -3.331 4.696
C 0.838 -2.276 3.981
C 1.632 -1.540 3.104
C 2.976 -1.878 2.944
C 3.519 -2.930 3.664
P 0.925 -0.221 2.083
C -0.493 0.387 3.038
C -1.774 0.114 2.571
C -2.885 0.548 3.282
C -2.717 1.261 4.459
C -1.438 1.539 4.929
C -0.330 1.102 4.223
C 2.136 1.083 1.870
C 2.999 1.752 2.730
C 3.789 2.760 2.204
C 3.711 3.074 0.846
C 2.858 2.388 -0.006
C 2.053 1.365 0.499
H 3.150 -4.481 5.100
H 0.764 -3.897 5.378
H -0.206 -2.020 4.111
H 3.599 -1.309 2.263
H 4.564 -3.182 3.541
H -1.897 -0.439 1.648
H -3.880 0.329 2.915
H -3.581 1.602 5.013
H -1.308 2.098 5.846
H 0.665 1.317 4.594
H 3.063 1.490 3.780
H 4.473 3.305 2.842
H 4.340 3.864 0.452
H 2.827 2.643 -1.058
```



Record 2
Formula: C27H23N5S3W
Source: the OMol25 dataset
Level of theory: ωB97M-V with the def2-TZVPD basis set

Summary:
Expectation value of S²: 2.057
F_max: 1.10 eV/Å
Lowest unoccupied orbital energy (spin up / spin down): -0.021 / -0.044 hartree
E_HOMO (spin up / spin down): -6.3 / -7.2 eV
E_tot: -2578.22141 Ha
Total charge: 0
Spin multiplicity: 3
Orbital gap (spin up / spin down): 5.74 / 6.00 eV

Structure (XYZ):
```
59
C27H23N5S3W ωB97M-V with the def2-TZVPD basis set
W -0.401 0.154 0.971
C 3.796 1.390 -0.024
C 2.325 1.201 0.119
N 1.771 0.233 0.761
N 2.557 -0.802 1.239
C 1.939 -1.930 1.013
N 2.561 -3.076 1.387
S 0.396 -2.072 0.194
C 1.366 2.092 -0.561
C 1.753 3.199 -1.303
C 0.789 3.915 -1.991
C -0.536 3.510 -1.919
C -0.860 2.410 -1.152
N 0.072 1.709 -0.488
H 4.324 0.611 0.516
H 4.083 2.365 0.377
H 4.091 1.363 -1.075
H 3.331 -2.974 2.028
H 2.002 -3.906 1.467
H 2.793 3.489 -1.334
H 1.069 4.781 -2.575
H -1.321 4.039 -2.440
H -1.879 2.066 -1.032
S -0.338 2.092 2.414
C -0.897 1.520 3.986
C -1.226 2.461 4.961
C -1.643 2.055 6.216
C -1.736 0.696 6.502
C -1.416 -0.238 5.535
C -0.996 0.157 4.264
S -0.586 -1.063 3.063
H -1.148 3.514 4.724
H -1.895 2.792 6.967
H -2.063 0.365 7.479
H -1.494 -1.295 5.756
N -2.181 0.057 0.507
C -3.391 -0.078 0.102
C -3.754 -1.243 -0.738
C -4.930 -1.949 -0.490
C -5.238 -3.077 -1.234
C -4.380 -3.507 -2.238
C -3.208 -2.807 -2.489
C -2.894 -1.684 -1.740
C -4.384 0.953 0.475
C -5.546 1.144 -0.274
C -6.442 2.147 0.064
C -6.189 2.967 1.156
C -5.033 2.784 1.904
C -4.133 1.787 1.568
H -5.595 -1.623 0.299
H -6.146 -3.626 -1.024
H -4.621 -4.387 -2.818
H -2.532 -3.139 -3.266
H -1.971 -1.147 -1.923
H -5.747 0.514 -1.131
H -7.337 2.287 -0.526
H -6.892 3.745 1.422
H -4.833 3.415 2.759
H -3.233 1.645 2.153
```



Record 3
Formula: C48H53N5O3P3PtSi2
Source: the OMol25 dataset
Level of theory: ωB97M-V with the def2-TZVPD basis set

Summary:
Expectation value of S²: 6.020
F_max: 0.57 eV/Å
Lowest unoccupied orbital energy (spin up / spin down): -0.085 / -0.152 hartree
E_HOMO (spin up / spin down): -9.3 / -10.9 eV
E_tot: -4082.45947 Ha
Total charge: +1
Spin multiplicity: 5
Orbital gap (spin up / spin down): 7.02 / 6.75 eV

Structure (XYZ):
```
115
C48H53N5O3P3PtSi2 ωB97M-V with the def2-TZVPD basis set
Pt 0.303 -1.897 -0.694
C 1.244 -3.321 3.942
Si 1.548 -3.537 2.111
C 3.378 -3.613 1.809
C 0.698 -5.076 1.497
N 0.799 -2.140 1.310
P 1.047 -0.569 1.613
C 0.722 -0.061 -0.047
P 0.781 1.531 -0.906
N 0.795 1.299 -2.439
Si 0.975 2.479 -3.676
C 1.171 4.221 -3.002
C 2.470 2.077 -4.724
C -0.546 2.468 -4.777
C 2.283 2.311 -0.247
C 3.421 2.161 -1.042
C 4.635 2.698 -0.646
C 4.731 3.389 0.554
C 3.609 3.541 1.354
C 2.392 3.007 0.953
C -0.709 2.351 -0.371
C -2.752 1.059 0.201
C -4.087 1.856 0.271
C -4.126 2.788 -0.901
C -3.116 3.920 -0.952
C -0.996 3.472 0.502
C -0.105 0.076 2.839
C -1.089 -0.770 3.342
C -1.968 -0.317 4.316
C -1.864 0.983 4.789
C -0.885 1.833 4.291
C -0.007 1.381 3.320
C 2.695 -0.167 2.189
C 2.982 0.112 3.525
C 4.295 0.314 3.922
C 5.320 0.243 2.990
C 5.041 -0.041 1.659
C 3.734 -0.253 1.261
H 1.871 -4.017 4.502
H 0.205 -3.525 4.205
H 1.489 -2.316 4.293
H 3.757 -4.597 2.093
H 3.912 -2.867 2.402
H 3.611 -3.458 0.755
H 0.447 -5.721 2.341
H 1.335 -5.655 0.826
H -0.218 -4.849 0.955
H 2.155 4.372 -2.552
H 0.416 4.438 -2.241
H 1.053 4.959 -3.798
H 3.401 2.259 -4.184
H 2.489 2.693 -5.625
H 2.459 1.031 -5.036
H -1.269 3.221 -4.458
H -1.038 1.495 -4.752
H -0.289 2.689 -5.814
H 3.342 1.629 -1.981
H 5.506 2.579 -1.275
H 5.677 3.814 0.862
H 3.677 4.082 2.288
H 1.537 3.134 1.596
H -3.155 -0.659 1.454
H -4.994 1.338 0.549
H -5.074 2.928 -1.400
H -3.400 4.767 -1.562
H -0.187 4.047 0.920
H -1.153 -1.785 2.970
H -2.726 -0.980 4.711
H -2.542 1.333 5.557
H -0.798 2.842 4.672
H 0.773 2.036 2.956
H 2.189 0.165 4.259
H 4.518 0.525 4.959
H 6.343 0.406 3.302
H 5.842 -0.102 0.936
H 3.518 -0.498 0.227
N -2.388 -1.336 -2.098
P -2.160 -1.750 -0.457
C -2.701 -0.348 0.518
C -3.040 2.056 1.319
C -2.251 3.324 1.388
C -2.287 4.263 0.239
C -2.845 2.644 -1.683
C -1.929 1.667 -0.945
C -3.467 -2.955 -0.104
C -3.163 -4.006 0.754
C -4.152 -4.905 1.132
C -5.441 -4.754 0.650
C -5.749 -3.703 -0.207
C -4.768 -2.799 -0.578
C -1.405 -1.402 -3.067
C -1.734 -1.329 -4.422
C -0.726 -1.359 -5.355
C 0.600 -1.453 -4.937
C 0.852 -1.530 -3.593
N -0.132 -1.522 -2.673
H -3.327 -1.241 -2.462
H -3.241 1.600 2.281
H -2.171 3.757 2.376
H -2.233 5.317 0.474
H -2.826 2.644 -2.763
H -1.618 0.892 -1.640
H -2.149 -4.137 1.110
H -3.910 -5.727 1.792
H -6.212 -5.456 0.938
H -6.756 -3.588 -0.584
H -5.040 -1.975 -1.229
H -2.772 -1.251 -4.715
H -0.967 -1.305 -6.408
H 1.419 -1.469 -5.639
H 1.855 -1.611 -3.200
O 2.184 -3.308 -1.372
N 1.363 -4.239 -1.580
O 1.665 -5.316 -1.983
O 0.127 -3.951 -1.319
```



- The highest spin multiplicity belongs to which entry?
  C48H53N5O3P3PtSi2



Repeat the first record exactly.
Formula: C25H17Cl2O2PPt
Source: the OMol25 dataset
Level of theory: ωB97M-V with the def2-TZVPD basis set

Summary:
Expectation value of S²: 2.010
F_max: 0.23 eV/Å
Lowest unoccupied orbital energy (spin up / spin down): -0.008 / -0.042 hartree
E_HOMO (spin up / spin down): -7.0 / -8.0 eV
E_tot: -2494.34794 Ha
Total charge: 0
Spin multiplicity: 3
Orbital gap (spin up / spin down): 6.76 / 6.91 eV

Structure (XYZ):
```
48
C25H17Cl2O2PPt ωB97M-V with the def2-TZVPD basis set
Pt 0.775 0.061 -0.382
Cl -5.381 -1.933 -4.134
C -3.840 -1.732 -3.354
C -2.830 -2.685 -3.578
C -1.615 -2.557 -2.974
Cl -0.384 -3.736 -3.259
C -1.302 -1.469 -2.092
O -0.156 -1.433 -1.538
C -2.348 -0.516 -1.903
C -2.199 0.652 -1.091
O -1.209 1.058 -0.471
C -3.603 -0.672 -2.538
H -3.017 -3.524 -4.235
H -3.098 1.283 -1.023
H -4.375 0.068 -2.368
C 2.725 -3.659 4.539
C 1.385 -3.331 4.696
C 0.838 -2.276 3.981
C 1.632 -1.540 3.104
C 2.976 -1.878 2.944
C 3.519 -2.930 3.664
P 0.925 -0.221 2.083
C -0.493 0.387 3.038
C -1.774 0.114 2.571
C -2.885 0.548 3.282
C -2.717 1.261 4.459
C -1.438 1.539 4.929
C -0.330 1.102 4.223
C 2.136 1.083 1.870
C 2.999 1.752 2.730
C 3.789 2.760 2.204
C 3.711 3.074 0.846
C 2.858 2.388 -0.006
C 2.053 1.365 0.499
H 3.150 -4.481 5.100
H 0.764 -3.897 5.378
H -0.206 -2.020 4.111
H 3.599 -1.309 2.263
H 4.564 -3.182 3.541
H -1.897 -0.439 1.648
H -3.880 0.329 2.915
H -3.581 1.602 5.013
H -1.308 2.098 5.846
H 0.665 1.317 4.594
H 3.063 1.490 3.780
H 4.473 3.305 2.842
H 4.340 3.864 0.452
H 2.827 2.643 -1.058
```



- Among the records above, which one has the highest expectation value of S²?
  C48H53N5O3P3PtSi2